Entry from OMol25: a 9-piece molecular cluster, C27H78N6O9 overall in a non-equilibrium geometry (ωB97M-V with the def2-TZVPD basis set).

Each atom is followed by the atoms it is bonded to, with distances in Å.
Element x y z (Å)
1 C -0.4650 0.9315 0.5784  O2 1.413, H3 1.090, H4 1.090, H5 1.090
2 O -0.8003 -0.4266 0.3801  C1 1.413, H6 0.960
3 H -1.0814 1.5336 -0.0892  C1 1.090
4 H -0.5813 1.3459 1.5798  C1 1.090
5 H 0.5104 1.0736 0.1131  C1 1.090
6 H -1.5604 -0.5897 0.9433  O2 0.960
7 C -4.5601 -0.4743 2.0827  O8 1.416, H9 1.090, H10 1.090, H11 1.090
8 O -3.4691 -1.3222 1.7752  C7 1.416, H12 0.960
9 H -4.3884 0.4861 1.5966  C7 1.090
10 H -5.4595 -0.9287 1.6671  C7 1.090
11 H -4.6499 -0.2028 3.1345  C7 1.090
12 H -3.4523 -1.9970 2.4577  O8 0.960
13 C 0.1686 2.9764 -2.5870  O14 1.403, H15 1.090, H16 1.090, H17 1.090
14 O 1.4607 3.4962 -2.7543  C13 1.403, H18 0.960
15 H -0.2244 2.9052 -3.6012  C13 1.090
16 H 0.2504 2.0152 -2.0795  C13 1.090
17 H -0.4872 3.6075 -1.9873  C13 1.090
18 H 2.0111 2.7101 -2.7785  O14 0.960
19 C 2.7833 8.2422 2.2336  C20 1.533, H25 1.090, H26 1.090, H27 1.090
20 C 3.4039 7.2365 1.2569  C19 1.533, C21 1.483, N24 1.457, H28 1.090
21 C 2.4832 6.3584 0.4954  C20 1.483, O22 1.427, H29 1.090, H30 1.090
22 O 1.9540 5.3883 1.3978  C21 1.427, C23 1.452
23 C 0.9358 4.4870 0.8879  O22 1.452, H31 1.090, H32 1.090, H33 1.090
24 N 4.1678 7.9572 0.2469  C20 1.457, H34 1.010, H35 1.010
25 H 3.5257 8.9279 2.6419  C19 1.090
26 H 2.3603 7.7149 3.0887  C19 1.090
27 H 2.0096 8.8976 1.8337  C19 1.090
28 H 4.0114 6.5807 1.8805  C20 1.090
29 H 2.9814 5.8368 -0.3218  C21 1.090
30 H 1.6498 6.9311 0.0885  C21 1.090
31 H 0.3825 4.0570 1.7227  C23 1.090
32 H 1.3621 3.6955 0.2715  C23 1.090
33 H 0.2090 5.0317 0.2852  C23 1.090
34 H 4.7912 7.3922 -0.3120  N24 1.010
35 H 4.8178 8.5415 0.7531  N24 1.010
36 C -4.3895 -7.3282 0.0642  C37 1.571, H42 1.090, H43 1.090, H44 1.090
37 C -3.2371 -6.9382 -0.9304  C36 1.571, C38 1.562, N41 1.485, H45 1.090
38 C -2.5743 -5.5432 -0.6958  C37 1.562, O39 1.434, H46 1.090, H47 1.090
39 O -3.5457 -4.4970 -0.8301  C38 1.434, C40 1.443
40 C -2.8156 -3.2521 -0.8239  O39 1.443, H48 1.090, H49 1.090, H50 1.090
41 N -2.1767 -7.9747 -0.8587  C37 1.485, H51 1.010, H52 1.010
42 H -4.8913 -8.2520 -0.2236  C36 1.090
43 H -5.2358 -6.6428 0.1110  C36 1.090
44 H -3.9981 -7.4186 1.0774  C36 1.090
45 H -3.6510 -7.0378 -1.9338  C37 1.090
46 H -1.8389 -5.4734 -1.4973  C38 1.090
47 H -2.1659 -5.5191 0.3145  C38 1.090
48 H -2.3343 -3.0224 0.1268  C40 1.090
49 H -3.5534 -2.4519 -0.8825  C40 1.090
50 H -2.1274 -3.1115 -1.6574  C40 1.090
51 H -1.5507 -7.6248 -1.5699  N41 1.010
52 H -1.7394 -7.7421 0.0215  N41 1.010
53 C 4.4068 -0.5560 -2.8705  C54 1.545, H59 1.090, H60 1.090, H61 1.090
54 C 3.6327 0.7166 -3.2822  C53 1.545, C55 1.568, N58 1.525, H62 1.090
55 C 2.6100 0.3746 -4.4210  C54 1.568, O56 1.417, H63 1.090, H64 1.090
56 O 3.2836 -0.1260 -5.5631  C55 1.417, C57 1.433
57 C 2.3604 -0.7050 -6.4931  O56 1.433, H65 1.090, H66 1.090, H67 1.090
58 N 2.7923 1.1322 -2.0791  C54 1.525, H68 1.010, H69 1.010
59 H 5.0078 -0.3611 -1.9823  C53 1.090
60 H 5.0743 -0.9611 -3.6311  C53 1.090
61 H 3.7678 -1.4087 -2.6412  C53 1.090
62 H 4.2970 1.5201 -3.6002  C54 1.090
63 H 1.9928 1.2461 -4.6393  C55 1.090
64 H 1.9197 -0.3816 -4.0471  C55 1.090
65 H 1.9964 -1.6792 -6.1667  C57 1.090
66 H 2.8844 -0.9330 -7.4213  C57 1.090
67 H 1.4871 -0.0863 -6.6997  C57 1.090
68 H 2.2209 0.3495 -1.7946  N58 1.010
69 H 3.4670 1.3118 -1.3494  N58 1.010
70 C -3.2312 3.8020 0.0716  C71 1.502, H76 1.090, H77 1.090, H78 1.090
71 C -3.5006 3.7101 -1.4028  C70 1.502, C72 1.551, N75 1.498, H79 1.090
72 C -4.6920 2.8014 -1.8015  C71 1.551, O73 1.404, H80 1.090, H81 1.090
73 O -4.6689 1.5891 -1.0946  C72 1.404, C74 1.407
74 C -5.7894 0.7469 -1.2127  O73 1.407, H82 1.090, H83 1.090, H84 1.090
75 N -3.6526 5.1127 -1.9076  C71 1.498, H85 1.010, H86 1.010
76 H -2.6173 4.5997 0.4898  C70 1.090
77 H -3.0971 2.7932 0.4620  C70 1.090
78 H -4.1490 4.1813 0.5209  C70 1.090
79 H -2.6250 3.1939 -1.7964  C71 1.090
80 H -4.7003 2.5292 -2.8570  C72 1.090
81 H -5.6078 3.3443 -1.5676  C72 1.090
82 H -6.0832 0.7436 -2.2624  C74 1.090
83 H -6.6161 1.2259 -0.6881  C74 1.090
84 H -5.6915 -0.3017 -0.9318  C74 1.090
85 H -3.5374 5.0274 -2.9074  N75 1.010
86 H -3.0028 5.8284 -1.6150  N75 1.010
87 C 2.4909 -1.4521 0.7713  C88 1.541, H93 1.090, H94 1.090, H95 1.090
88 C 1.9969 -2.2124 -0.4752  C87 1.541, C89 1.500, N92 1.459, H96 1.090
89 C 1.0385 -3.3097 -0.1182  C88 1.500, O90 1.443, H97 1.090, H98 1.090
90 O 1.7352 -4.4196 0.4858  C89 1.443, C91 1.394
91 C 0.8681 -5.5033 0.6112  O90 1.394, H99 1.090, H100 1.090, H101 1.090
92 N 1.3562 -1.2584 -1.3739  C88 1.459, H102 1.010, H103 1.010
93 H 1.7154 -1.1428 1.4720  C87 1.090
94 H 3.1543 -0.6155 0.5517  C87 1.090
95 H 3.1526 -2.1650 1.2632  C87 1.090
96 H 2.8565 -2.6902 -0.9453  C88 1.090
97 H 0.5300 -3.7108 -0.9949  C89 1.090
98 H 0.2254 -2.9477 0.5109  C89 1.090
99 H 0.4545 -5.8332 -0.3418  C91 1.090
100 H -0.0121 -5.2559 1.2047  C91 1.090
101 H 1.4026 -6.3443 1.0529  C91 1.090
102 H 1.0091 -1.8132 -2.1433  N92 1.010
103 H 0.5304 -1.0784 -0.8209  N92 1.010
104 C 3.2659 -2.4437 5.5544  C105 1.525, H110 1.090, H111 1.090, H112 1.090
105 C 1.8179 -2.7642 5.2006  C104 1.525, C106 1.575, N109 1.485, H113 1.090
106 C 1.1211 -1.5962 4.4056  C105 1.575, O107 1.439, H114 1.090, H115 1.090
107 O 1.3338 -0.2904 4.9724  C106 1.439, C108 1.394
108 C 0.7315 0.6873 4.1816  O107 1.394, H116 1.090, H117 1.090, H118 1.090
109 N 1.7909 -4.0389 4.4387  C105 1.485, H119 1.010, H120 1.010
110 H 3.8540 -2.1927 4.6717  C104 1.090
111 H 3.8496 -3.2929 5.9098  C104 1.090
112 H 3.3782 -1.6007 6.2361  C104 1.090
113 H 1.2223 -2.8772 6.1064  C105 1.090
114 H 0.0476 -1.7600 4.4997  C106 1.090
115 H 1.4977 -1.5865 3.3828  C106 1.090
116 H -0.3317 0.6552 4.4197  C108 1.090
117 H 0.9504 0.6782 3.1139  C108 1.090
118 H 1.1539 1.6427 4.4927  C108 1.090
119 H 2.0469 -3.8594 3.4783  N109 1.010
120 H 2.6018 -4.5750 4.7129  N109 1.010

Calculated values
<S²> ... 0.757
Orbital gap (spin up / spin down) ... 8.79 / 2.84 eV
DFT total energy ... -56617.099 eV
F_max ... 0.0792 Eh/bohr
Net charge ... +1
2S+1 ... 2